Record 1
Molecular formula: C4H11N2S
Method: DFT, ωB97M-V with the def2-TZVPD basis set

Summary:
- net charge = -1
- SMILES = C[C@H](C[S-])NCN
- LUMO level (eV) = 3.641
- energy above the lowest of the compared OMol25 structures with the same formula, charge and spin (kcal per mole) = 27.3
- total energy (eV) = -18141.9139
- highest occupied orbital energy (eV) = -2.4362
- max |F| (eV/Å) = 2.55

Structure (XYZ):
```
18
Properties=species:S:1:pos:R:3:forces:R:3
C -1.420 0.866 -0.043 1.9548 0.4041 -1.5789
C -0.375 -0.078 0.529 -1.1060 -0.1523 1.7886
C 1.117 0.298 0.362 -1.1300 -0.2189 -1.6226
S 1.496 1.951 1.044 0.2123 -0.6446 0.1410
N -0.781 -1.505 0.303 -0.0331 -0.3441 -0.0708
C -1.315 -1.876 -0.983 1.1785 1.2115 -1.1134
N -0.221 -1.735 -1.975 0.2019 -0.7980 -0.2872
H -2.452 0.642 0.161 -0.3294 -0.0220 0.5002
H -1.062 1.873 0.183 -0.5254 0.0203 0.5045
H -1.287 0.853 -1.144 -0.3245 -0.0902 0.0499
H -0.436 -0.005 1.620 -0.3829 0.1983 0.0934
H 1.592 -0.630 0.716 0.6355 0.5586 0.4491
H 1.318 0.306 -0.719 0.2379 0.0316 -0.0072
H 0.087 -2.030 0.366 -0.1242 -0.1871 0.2263
H -2.090 -1.200 -1.339 -0.5188 -0.0116 0.7127
H -1.707 -2.892 -1.044 0.1852 -0.0981 0.3856
H -0.109 -0.769 -2.255 0.0261 -0.0834 -0.0843
H -0.308 -2.341 -2.782 -0.1579 0.2260 -0.0871
```
Forces are in eV/Å.



Record 2
Molecular formula: C4H4O2
Method: DFT, ωB97M-V with the def2-TZVPD basis set

Summary:
- LUMO level (eV) = 0.699
- energy above the lowest of the compared OMol25 structures with the same formula, charge and spin (kcal per mole) = 117.6
- total energy (eV) = -8301.9774
- highest occupied orbital energy (eV) = -9.0695
- max |F| (eV/Å) = 0.65

Structure (XYZ):
```
10
Properties=species:S:1:pos:R:3:forces:R:3
O -1.040 1.569 0.331 0.2090 0.1433 -0.2187
C -0.347 0.520 0.887 -0.1074 -0.1862 0.2898
C -0.362 -0.687 -0.037 -0.5824 -0.2629 0.1107
O -0.535 -0.265 -1.321 0.4697 -0.3111 0.3286
C 1.108 0.171 0.551 0.1704 -0.0332 -0.4342
C 1.055 -0.396 -0.662 -0.3730 0.2930 -0.3286
H -1.053 1.362 -0.627 -0.0974 0.2109 0.1573
H -0.593 0.435 1.945 0.1703 -0.0711 -0.2209
H -0.498 -1.718 0.253 -0.3206 -0.0570 0.0580
H 1.499 -1.099 -1.348 0.4613 0.2744 0.2580
```
Forces are in eV/Å.



Record 3
Molecular formula: C3H6NO2
Method: DFT, ωB97M-V with the def2-TZVPD basis set

Summary:
- net charge = +1
- LUMO level (eV) = -4.439
- energy above the lowest of the compared OMol25 structures with the same formula, charge and spin (kcal per mole) = 120.8
- total energy (eV) = -8780.7447
- highest occupied orbital energy (eV) = -13.2513
- max |F| (eV/Å) = 3.55

Structure (XYZ):
```
12
Properties=species:S:1:pos:R:3:forces:R:3
C -1.566 0.079 1.157 1.7373 0.5740 -1.0108
C 1.160 -0.696 -0.154 0.1995 0.5580 -0.9078
C 0.497 0.394 -0.387 -1.8330 1.7334 -0.8231
N 0.120 1.302 -1.239 1.1025 0.6981 -0.3913
O 1.982 -1.229 -1.037 2.5329 0.7436 -2.3708
O -1.310 -0.709 2.099 -1.2487 -1.5616 2.1613
H -2.568 0.496 1.048 -0.6042 -0.2098 0.4187
H 1.189 -1.268 0.695 -0.7505 -0.9871 2.2987
H 2.498 -0.598 -1.650 -1.5008 -1.2625 1.3398
H -0.645 1.088 -1.886 0.2830 0.1585 0.2780
H 0.654 2.206 -1.448 -1.1000 -1.7119 0.9015
H -2.011 -1.066 2.803 1.1819 1.2673 -1.8942
```
Forces are in eV/Å.



Record 4
Molecular formula: C7H4N2O4
Method: DFT, ωB97M-V with the def2-TZVPD basis set

Summary:
- net charge = -2
- LUMO level (eV) = 6.368
- energy above the lowest of the compared OMol25 structures with the same formula, charge and spin (kcal per mole) = 45.0
- total energy (eV) = -18491.7477
- highest occupied orbital energy (eV) = -0.7512
- max |F| (eV/Å) = 4.47

Structure (XYZ):
```
17
Properties=species:S:1:pos:R:3:forces:R:3
C -1.421 0.676 -1.151 -0.3936 0.3120 -1.1027
C 1.896 -0.487 -0.159 -1.8553 -0.7509 -0.1736
C 0.949 -1.297 0.398 0.8329 0.4256 -0.0944
C -0.620 1.686 0.877 0.0683 0.7110 1.2188
C -1.587 -1.817 0.234 1.0693 1.0064 1.4123
C 1.532 0.822 -0.627 -2.3597 0.2910 1.0419
C -0.589 0.453 -0.060 4.4207 0.6251 0.2284
N -1.951 1.157 -2.048 -0.6309 0.2414 -1.0068
N -0.340 -0.855 0.419 -2.1672 -0.2123 -0.8092
O -0.966 1.355 2.013 -0.4248 -0.5225 1.3666
O -2.506 -1.242 -0.355 0.1592 -1.2360 0.2361
O -0.319 2.857 0.536 -0.0068 -0.6854 -1.0835
O -1.430 -2.878 0.850 -0.2982 -0.1840 -0.7902
H 2.817 -0.913 -0.292 2.4235 -1.0539 -0.5791
H 1.241 -2.309 0.746 -0.8149 0.7689 -0.0717
H 1.587 1.477 0.222 -0.2490 0.9757 -0.3130
H 1.707 1.314 -1.604 0.2267 -0.7122 0.5199
```
Forces are in eV/Å.



Record 5
Molecular formula: C25H9Cl80F3O4S
Method: DFT, ωB97M-V with the def2-TZVPD basis set

Summary:
- LUMO level (eV) = -0.215
- total energy (eV) = -1055030.9295
- highest occupied orbital energy (eV) = -10.1530
- max |F| (eV/Å) = 7.13

Structure (XYZ):
```
122
Properties=species:S:1:pos:R:3:forces:R:3
C 4.097 -4.499 -0.968 0.2023 -0.2645 0.3007
O 4.449 -3.488 -1.938 -0.8473 -0.8682 -0.6548
C 3.328 -3.110 -2.758 -1.1761 0.7606 1.0441
C 2.620 -1.813 -2.071 1.6631 -1.2578 -0.7930
O 1.196 -1.989 -2.262 -0.1188 0.1656 1.6648
C 0.460 -1.835 -1.039 1.3776 1.6831 -0.3870
S -1.145 -2.764 -0.951 -3.8040 1.5061 5.8348
O -1.206 -3.434 0.406 1.4088 0.9055 -3.8307
O -2.300 -1.818 -1.041 2.8696 -1.8368 -1.4197
C -1.341 -4.122 -2.220 -1.3511 -2.7303 -1.5620
F -0.154 -4.574 -2.787 -2.5110 1.2701 0.9168
F -2.285 -3.698 -3.166 2.5832 -1.1498 1.9067
F -1.921 -5.233 -1.568 1.3830 2.6356 -1.3523
H 5.082 -4.928 -0.581 -1.4292 0.7007 -0.3696
H 3.488 -5.363 -1.420 0.8137 1.3052 0.4981
H 3.498 -4.019 -0.120 0.7271 -0.7555 -0.9010
H 2.519 -3.924 -2.740 1.2374 1.0148 -0.3297
H 3.633 -2.841 -3.817 -0.0870 -0.6033 1.3729
H 2.954 -1.777 -0.984 -0.9197 -0.2140 -1.6845
H 3.060 -0.903 -2.591 -1.1205 -0.7406 0.6642
H 0.211 -0.716 -0.951 -0.4281 -1.7006 0.0512
H 1.045 -2.098 -0.094 -0.8481 -0.2473 -1.2865
C 5.767 -0.801 0.928 0.3031 0.0401 -0.0641
Cl 6.502 -1.191 -0.638 -0.1945 0.0457 0.3222
Cl 6.063 0.905 1.315 -0.0906 -0.2874 -0.0633
Cl 4.016 -1.095 0.845 0.3782 0.2158 0.5888
Cl 6.480 -1.827 2.190 -0.1597 0.1447 -0.2036
C 0.389 -3.613 3.896 -0.3723 -0.0432 -0.0304
Cl -0.427 -2.044 4.064 0.1513 -0.1923 -0.0567
Cl -0.771 -4.823 3.308 0.0763 0.8689 0.4172
Cl 1.724 -3.462 2.734 -0.0773 0.0370 0.0881
Cl 1.033 -4.113 5.472 -0.0620 0.2059 -0.2410
C 9.659 -1.972 -3.730 -0.0878 0.0637 -0.1357
Cl 9.514 -0.218 -3.962 0.0206 -0.4072 -0.1713
Cl 10.840 -2.301 -2.444 -0.8882 0.0527 -0.5802
Cl 8.080 -2.649 -3.273 0.2249 0.1045 -0.0683
Cl 10.204 -2.725 -5.243 -0.0670 0.0960 0.2608
C 1.865 -7.811 3.439 -0.1197 -0.0410 -0.0028
Cl 3.195 -6.781 2.869 -0.1615 -0.1689 0.0911
Cl 0.402 -7.471 2.491 0.5892 -0.6479 -0.0641
Cl 2.315 -9.519 3.241 0.0273 0.2705 0.0564
Cl 1.552 -7.483 5.153 -0.0455 -0.0934 -0.3517
C -3.241 2.215 0.290 -0.1486 -0.0677 0.1298
Cl -1.624 1.505 0.108 -0.1996 0.1293 0.0268
Cl -3.979 2.426 -1.313 0.1439 -0.0263 0.1705
Cl -4.257 1.144 1.274 0.5930 0.2138 0.0454
Cl -3.107 3.793 1.093 0.0061 -0.2833 -0.1758
C -0.104 -11.502 0.781 -0.0412 0.0363 0.0357
Cl -0.002 -10.116 -0.325 -0.0004 -0.2097 0.1798
Cl -1.128 -12.760 0.059 0.1683 0.1915 0.1071
Cl 1.524 -12.155 1.063 -0.2473 0.0411 -0.0695
Cl -0.811 -10.977 2.324 0.0627 -0.1437 -0.2736
C -1.766 -1.125 -5.659 -0.1318 -0.0391 0.0626
Cl -1.916 0.629 -5.890 0.0484 -0.2526 0.0423
Cl -0.588 -1.454 -4.369 -0.0406 0.2138 -0.3658
Cl -3.342 -1.797 -5.204 0.1734 0.1872 -0.1474
Cl -1.213 -1.876 -7.171 -0.0585 0.1081 0.2268
C 4.246 -8.285 8.455 0.0570 -0.0163 0.0095
Cl 3.879 -9.167 6.961 0.1652 0.1535 0.3231
Cl 5.783 -7.415 8.267 -0.2250 -0.1162 0.0275
Cl 2.945 -7.122 8.789 0.1534 -0.1408 -0.0552
Cl 4.376 -9.431 9.806 0.0539 0.5715 -0.2665
C -8.035 -0.081 0.457 0.1418 0.0411 0.0014
Cl -9.595 -0.073 -0.396 0.0085 0.1163 0.3988
Cl -7.474 -1.754 0.652 -0.1090 0.2742 -0.0459
Cl -6.843 0.843 -0.478 -0.6112 -0.2392 -0.0996
Cl -8.229 0.670 2.054 0.5776 -0.7643 0.0001
C -2.843 7.416 2.636 0.0115 -0.0455 -0.0349
Cl -2.228 5.985 3.489 -0.0782 0.2860 -0.0642
Cl -2.315 7.360 0.942 -0.1251 -0.1978 0.2971
Cl -4.617 7.424 2.702 0.2795 -0.0061 -0.0104
Cl -2.214 8.886 3.418 -0.1327 -0.7051 0.4143
C -9.865 4.401 1.819 -0.1159 -0.0705 -0.0833
Cl -10.951 5.531 0.975 -0.0778 -0.4758 0.5533
Cl -10.134 2.756 1.208 -0.4576 0.9657 -0.1066
Cl -8.178 4.871 1.523 -0.2269 -0.0515 0.0522
Cl -10.193 4.440 3.563 0.0661 -0.0320 -0.2517
C -9.333 8.604 4.763 0.0305 -0.0258 0.0204
Cl -9.127 7.762 6.313 -0.0382 0.1133 -0.2439
Cl -9.592 10.336 5.060 0.0573 -0.2323 -0.0545
Cl -7.873 8.390 3.773 -0.0644 -0.1124 0.5886
Cl -10.738 7.940 3.909 0.1962 0.1278 0.1483
C 8.725 2.707 -1.095 0.0245 -0.0807 0.0278
Cl 7.157 2.754 -1.927 0.2227 -0.0243 0.1127
Cl 9.253 1.022 -0.924 -0.0445 0.4164 0.2282
Cl 9.925 3.610 -2.043 -0.1823 -0.1383 0.1295
Cl 8.565 3.446 0.512 0.0293 -0.0760 -0.2372
C -2.162 11.665 -0.212 0.0706 -0.0247 0.0099
Cl -2.450 10.719 -1.688 0.0359 0.1352 0.2473
Cl -0.682 12.629 -0.405 -0.2093 -0.1228 0.0041
Cl -3.540 12.746 0.076 0.1974 -0.1680 -0.0506
Cl -1.975 10.562 1.168 -0.0583 0.8723 -0.7173
C -8.463 8.658 -0.381 -0.1012 0.0819 -0.1251
Cl -8.411 9.938 -1.611 0.0458 -0.1603 0.1371
Cl -9.439 7.301 -0.988 0.4611 0.6080 -0.1246
Cl -6.813 8.092 -0.047 -0.2125 0.0822 -0.0042
Cl -9.179 9.315 1.107 -0.0685 -0.1007 -0.7516
C 4.059 -13.034 7.981 0.0168 0.0000 0.0094
Cl 5.626 -12.377 7.465 -0.2318 -0.1104 0.0923
Cl 4.118 -14.809 7.932 -0.0044 0.2615 0.0022
Cl 3.709 -12.500 9.638 -0.0546 -0.4963 -0.2820
Cl 2.784 -12.457 6.888 0.1537 -0.1654 0.1606
C 14.712 -2.399 -0.157 0.0656 -0.0363 0.1068
Cl 13.146 -2.351 -0.996 0.9580 0.0386 0.4800
Cl 15.246 -4.085 0.003 -0.0886 0.2617 -0.0300
Cl 15.912 -1.483 -1.092 -0.2147 -0.1461 0.1389
Cl 14.541 -1.676 1.456 0.0216 -0.1089 -0.2514
C -7.462 -2.951 -3.127 0.0349 0.0334 -0.0310
Cl -8.609 -1.602 -2.985 0.3567 -0.3826 -0.2045
Cl -5.854 -2.430 -2.587 -0.2071 -0.0555 -0.0870
Cl -8.014 -4.304 -2.117 0.0668 0.1871 -0.1517
Cl -7.374 -3.475 -4.822 0.0005 0.0488 0.2072
C -3.268 9.875 -5.856 0.0622 -0.0150 0.0469
Cl -1.648 9.177 -6.049 -0.3540 -0.1253 0.2569
Cl -4.009 10.104 -7.454 0.0929 -0.0354 0.2066
Cl -4.275 8.779 -4.888 0.1347 0.1782 -0.1297
Cl -3.141 11.443 -5.032 -0.0265 -0.2353 -0.1939
C 0.860 11.818 -8.093 -0.0722 0.0322 -0.0340
Cl 1.619 11.452 -9.657 -0.1075 0.0506 0.2417
Cl 1.102 13.534 -7.704 -0.0274 -0.2661 -0.0486
Cl -0.879 11.472 -8.184 0.3764 0.2865 -0.2089
Cl 1.598 10.815 -6.828 -0.0965 0.1407 -0.1703
```
Forces are in eV/Å.



Record 6
Molecular formula: C20H23FN2O3
Method: DFT, ωB97M-V with the def2-TZVPD basis set

Summary:
- SMILES = O=C(CCC1CCN(C(=O)c2ccco2)CC1)NCc1ccc(F)cc1
- LUMO level (eV) = 0.799
- energy above the lowest of the compared OMol25 structures with the same formula, charge and spin (kcal per mole) = 3.8
- total energy (eV) = -32954.1247
- highest occupied orbital energy (eV) = -8.7389
- max |F| (eV/Å) = 1.35

Structure (XYZ):
```
49
Properties=species:S:1:pos:R:3:forces:R:3
O 0.700 1.243 -1.952 0.1527 0.4031 0.0134
C 0.289 0.104 -2.053 0.1731 -0.4640 -0.3625
N -1.016 -0.211 -1.930 -0.4671 -0.1289 0.0732
H -1.316 -1.169 -2.015 0.1303 0.0260 -0.0408
C -2.043 0.780 -1.687 0.1004 0.2996 -0.0416
C -3.131 0.255 -0.792 -0.0565 -0.0598 -0.1206
C -2.819 -0.455 0.363 -0.0835 0.0569 -0.1063
C -3.821 -0.935 1.187 -0.2059 -0.0193 0.0604
C -5.139 -0.697 0.844 0.0546 0.0725 -0.1102
C -5.478 0.007 -0.296 -0.1150 -0.1100 0.2357
C -4.465 0.477 -1.111 0.1563 -0.0178 0.0722
H -4.717 1.028 -2.005 -0.0202 0.0391 -0.1136
H -6.516 0.177 -0.534 -0.1133 -0.0066 -0.0008
F -6.124 -1.164 1.642 0.0802 0.0287 -0.0528
H -3.582 -1.479 2.087 -0.0058 -0.0721 0.1199
H -1.790 -0.622 0.643 0.1354 -0.0321 0.0361
H -1.544 1.641 -1.228 -0.0746 -0.0938 -0.1271
H -2.474 1.111 -2.642 0.0256 0.0435 0.1567
C 1.188 -1.097 -2.303 0.0016 0.1133 0.1638
H 0.661 -1.809 -2.940 0.0271 0.0110 -0.0373
H 2.079 -0.760 -2.834 -0.0757 0.0364 -0.0580
C 1.582 -1.767 -0.973 0.2613 -0.0343 -0.0982
H 1.494 -2.851 -1.080 -0.0502 -0.0054 0.0740
H 0.877 -1.463 -0.201 -0.0858 -0.1070 0.0893
C 3.023 -1.467 -0.527 -0.0508 -0.1642 0.0727
C 3.342 0.037 -0.396 0.1015 0.0071 0.1368
H 4.346 0.241 -0.770 0.0401 0.0343 -0.0491
H 2.640 0.624 -0.987 0.0624 0.0887 -0.0442
C 3.256 0.490 1.067 0.2877 0.3843 -0.3952
N 2.151 -0.188 1.699 -0.0849 -0.0577 0.1277
C 0.859 0.210 1.694 0.2532 -0.2189 0.1717
O -0.041 -0.552 2.045 -0.1936 0.1726 0.0169
C 0.488 1.575 1.288 -1.3282 0.1950 0.1710
C -0.775 2.111 1.387 0.7345 -0.4496 0.0547
C -0.707 3.400 0.824 0.4718 0.2004 -0.1778
C 0.586 3.559 0.421 -0.7392 0.3878 -0.0026
O 1.310 2.474 0.701 0.4628 -0.1418 -0.0390
H 1.090 4.370 -0.067 0.1578 0.0373 -0.0690
H -1.506 4.106 0.728 -0.1089 0.2012 -0.0492
H -1.630 1.629 1.814 -0.1170 -0.1722 0.0945
C 2.443 -1.590 1.938 -0.1446 -0.4256 0.1922
C 3.308 -2.168 0.808 0.0462 0.1132 -0.1644
H 4.367 -2.047 1.046 0.0368 -0.0624 0.0109
H 3.113 -3.238 0.720 0.0515 -0.0391 0.0419
H 1.487 -2.113 2.017 0.1867 0.0728 0.0185
H 2.962 -1.689 2.898 -0.0769 -0.0405 -0.0435
H 3.145 1.569 1.131 0.1361 -0.1769 0.0726
H 4.161 0.210 1.615 -0.0614 0.0544 -0.0080
H 3.687 -1.896 -1.286 -0.0684 0.0207 0.0349
```
Forces are in eV/Å.